DFT (ωB97M-V with the def2-TZVPD basis set) results for 2 unconnected molecules or ions with the total composition C3H9N3O at a distorted geometry.

The geometry in XYZ format:
```
16
Properties=species:S:1:pos:R:3:forces:R:3
C -1.554036 -0.134810 0.500290 2.56 -1.66 2.09
C -0.110224 1.762938 -0.440979 0.12 -0.12 0.44
N -0.313783 0.376340 -0.131502 0.51 -1.08 0.69
C 0.621722 -0.623540 0.026548 0.65 1.69 -4.54
N 1.939952 -0.205078 0.047728 -0.22 -0.46 0.89
O -2.164060 -1.035028 -0.253082 0.54 -1.61 -1.41
N 0.281072 -1.815628 -0.446102 -0.76 0.17 1.59
H -1.125640 -1.796348 -0.551338 -0.87 1.70 0.95
H 2.620712 -0.938515 0.173146 0.10 0.09 -0.09
H 2.136441 0.636799 0.565552 0.00 -0.06 0.14
H 0.915903 -2.560615 -0.183416 -0.06 -0.07 -0.07
H -2.111831 0.722800 0.893566 -0.27 -0.32 -0.05
H -0.916332 -0.740165 1.363658 -2.48 1.37 -0.33
H -0.957526 2.086889 -1.049751 0.19 0.07 -0.07
H -0.089257 2.379762 0.466231 0.08 0.13 -0.08
H 0.826887 1.884199 -0.980548 -0.09 0.15 -0.15
```
Forces are in eV/Å.

For the energy relative to the best compared isomer or geometry (same formula, charge and spin), the calculation gives 2.8870 eV. The value obtained for the electronic energy is -9772.652 eV. The value obtained for the orbital gap is 9.02 eV. The value obtained for the HOMO energy is -8.50 eV. Its multiplicity is 1.